[1]
Here is a molecular structure, C9H10F9IrNO8S2Se2 in a non-equilibrium geometry from OMol25. Energies are from ωB97M-V/def2-TZVPD.

Summary:
E_HOMO (spin up / spin down), eV: -5.338 / -5.350
Total charge: -1
Molar mass, g mol⁻¹: 845.4
Energy relative to the best compared isomer or geometry (same formula, charge and spin), kJ/mol: 48.1

Structure (XYZ):
```
42
Properties=species:S:1:pos:R:3:forces:R:3:nbo_charge:R:1
Ir -0.469 0.085 0.152 -0.302 -1.278 -1.333 0.90
O -5.097 -0.483 1.260 -0.292 -0.235 0.147 -0.74
C -4.276 0.569 0.795 0.459 0.410 -0.142 -0.07
C -3.639 1.305 1.982 -0.376 -0.229 -0.208 -0.15
C -4.800 1.846 2.861 -0.033 -0.407 -0.510 -0.05
O -4.378 2.567 3.991 0.265 0.217 0.548 -0.72
C -2.827 0.355 2.873 0.573 -0.163 -0.249 -0.56
Se -1.638 -1.019 2.032 -0.153 1.073 -0.585 -0.06
C -2.830 2.514 1.504 0.674 -0.164 -0.064 -0.54
Se -1.524 2.313 -0.001 -0.246 -0.980 0.810 -0.03
H -5.084 -1.182 0.601 0.089 -0.034 0.054 0.48
H -4.877 1.292 0.222 0.070 -0.027 -0.012 0.15
H -3.483 0.188 0.140 -0.204 0.109 0.126 0.22
H -5.429 0.996 3.153 -0.016 0.084 -0.069 0.18
H -5.405 2.543 2.280 -0.030 -0.039 -0.084 0.17
H -3.885 1.965 4.559 -0.027 0.085 -0.010 0.46
H -3.517 -0.242 3.474 0.106 -0.081 -0.047 0.22
H -2.181 0.936 3.535 -0.093 -0.035 0.015 0.21
H -2.257 2.916 2.342 -0.158 0.016 -0.064 0.22
H -3.513 3.294 1.161 0.078 0.001 -0.108 0.22
F 1.724 3.823 -1.294 -0.043 -0.351 -0.319 -0.31
C 2.277 2.864 -0.548 -0.079 0.323 0.276 0.72
F 3.517 3.261 -0.246 0.195 -0.165 -0.159 -0.32
F 1.590 2.812 0.596 0.158 -0.330 -0.262 -0.31
S 2.375 1.215 -1.481 0.695 1.844 0.403 2.28
O 1.019 0.750 -1.572 -1.272 -0.484 0.284 -0.96
O 3.016 1.589 -2.694 0.140 -0.251 -0.157 -0.90
N 3.336 0.364 -0.581 -0.266 -0.388 -0.231 -1.21
S 2.855 -0.339 0.732 1.696 0.265 1.159 2.27
O 1.580 0.124 1.233 -1.737 0.342 0.099 -0.95
O 3.157 -1.722 0.829 -0.002 -0.194 -0.335 -0.88
C 4.037 0.479 1.977 -0.022 0.338 0.271 0.73
F 4.035 -0.153 3.156 -0.280 -0.289 -0.322 -0.32
F 5.303 0.523 1.556 -0.228 -0.289 -0.339 -0.31
F 3.655 1.738 2.212 -0.142 -0.052 -0.204 -0.32
F -2.980 -3.307 -2.394 -0.023 0.126 0.255 -0.33
C -1.716 -2.943 -2.680 -0.317 -0.359 -0.282 0.89
F -1.005 -4.074 -2.744 0.219 0.191 0.234 -0.32
F -1.751 -2.442 -3.926 0.190 0.325 0.028 -0.32
C -1.175 -1.914 -1.637 -0.322 -0.627 -0.340 0.68
O -1.948 -0.959 -1.413 0.314 1.530 1.034 -0.65
O -0.090 -2.125 -1.113 0.743 0.173 0.690 -0.66
```
Positions in Å, forces in eV/Å.

---

[2]
Here is 2 unconnected molecules or ions with the total composition C9H10IN in a non-equilibrium geometry from OMol25. Energies are from ωB97M-V/def2-TZVPD.

Summary:
E_HOMO (spin up / spin down), eV: -7.746 / -7.843
Molar mass, g mol⁻¹: 259.1
Energy relative to the best compared isomer or geometry (same formula, charge and spin), kJ/mol: 393.5

Structure (XYZ):
```
21
Properties=species:S:1:pos:R:3:forces:R:3:nbo_charge:R:1
C 0.689 1.153 2.682 -0.774 0.827 0.203 -0.20
C 1.452 1.487 1.550 0.925 -0.625 0.296 -0.22
C -0.373 0.220 2.697 2.183 1.580 2.231 -0.21
C 1.278 0.692 0.418 -0.562 -0.307 0.963 -0.18
C -0.537 -0.485 1.561 -2.838 -2.464 -0.469 -0.18
C 0.280 -0.289 0.469 -0.147 -0.010 -1.289 -0.14
C 0.587 -1.671 -1.910 -0.565 0.149 1.227 -0.28
C -0.074 -0.939 -0.788 -1.157 1.655 -2.853 0.23
C -1.150 0.900 -1.957 -0.889 -3.502 -0.755 -0.61
N -0.605 -2.188 -1.186 0.128 0.310 0.199 -0.54
I -2.430 -2.267 -2.210 0.559 -0.123 0.409 0.28
H 0.727 1.694 3.618 0.748 0.354 -0.103 0.21
H 2.313 2.204 1.566 -1.174 -0.512 0.217 0.22
H -0.784 0.125 3.746 -0.299 -0.393 -1.842 0.23
H 1.857 0.780 -0.486 0.145 0.228 -0.080 0.22
H -1.413 -1.223 1.466 1.550 1.004 0.075 0.22
H 0.466 -1.259 -2.863 -0.532 0.703 -1.320 0.20
H 1.486 -2.256 -1.898 0.289 -0.442 0.774 0.20
H -2.142 1.188 -1.619 0.298 -0.066 0.693 0.19
H -1.266 0.594 -3.022 0.382 -0.090 0.808 0.18
H -0.361 1.540 -1.834 1.729 1.725 0.616 0.17
```
Positions in Å, forces in eV/Å.

---

[3]
Here is a molecular structure, C9H10IrN8OS2 from OMol25. Energies are from ωB97M-V/def2-TZVPD.

Summary:
E_HOMO (spin up / spin down), eV: -11.346 / -12.270
Total charge: +1
Molar mass, g mol⁻¹: 502.6
2S+1: 5
Energy relative to the best compared isomer or geometry (same formula, charge and spin), kJ/mol: 0.0

Structure (XYZ):
```
31
Properties=species:S:1:pos:R:3:forces:R:3:mulliken_spin:R:1
Ir 0.350 0.827 0.834 0.012 0.059 -0.008 2.70
N -1.265 -0.710 -0.284 0.017 -0.004 0.031 0.09
N -2.470 -0.779 0.416 0.014 -0.026 -0.026 0.00
C -2.734 0.017 1.462 -0.008 0.006 0.010 0.00
N -3.918 -0.132 2.045 -0.003 0.008 0.003 0.03
S -1.665 1.196 2.084 0.038 -0.002 -0.056 0.17
H -1.434 -0.458 -1.253 0.015 0.017 0.000 -0.01
H -0.772 -1.598 -0.231 -0.023 -0.005 -0.022 -0.01
H -3.150 -1.465 0.121 -0.005 0.002 0.007 0.00
H -4.607 -0.794 1.725 -0.002 -0.001 0.003 0.00
H -4.149 0.443 2.839 -0.001 0.000 0.000 0.00
C 1.727 3.096 3.662 0.024 -0.012 0.014 0.00
C 1.990 3.517 2.258 -0.012 -0.012 -0.014 0.00
C 2.739 4.638 1.919 -0.001 0.003 -0.001 0.01
C 2.965 4.888 0.578 -0.006 0.007 0.009 0.00
N 2.502 4.103 -0.402 0.007 0.012 -0.014 0.02
C 1.814 3.065 -0.004 0.003 -0.005 0.038 -0.02
S 1.156 1.859 -1.111 -0.070 -0.052 0.048 0.48
N 1.526 2.745 1.272 0.016 0.014 -0.001 0.15
H 1.779 3.939 4.347 0.001 0.005 -0.005 0.00
H 2.491 2.370 3.951 -0.010 -0.004 0.006 0.00
H 0.753 2.615 3.750 -0.005 0.005 -0.005 0.00
H 3.139 5.287 2.683 -0.001 -0.004 0.003 0.00
H 3.543 5.749 0.265 0.000 -0.004 -0.010 0.00
O 1.375 -0.777 1.433 0.002 0.015 0.005 0.28
N 2.174 -1.462 0.604 0.036 -0.054 -0.039 0.00
C 3.392 -1.054 0.574 -0.010 0.059 0.019 0.05
C 4.326 -1.749 -0.265 -0.045 -0.067 -0.019 0.00
N 5.072 -2.302 -0.938 0.022 0.027 0.006 0.02
C 3.826 0.098 1.323 -0.009 0.002 0.032 0.00
N 4.105 1.039 1.919 0.003 0.011 -0.011 0.01
```
Positions in Å, forces in eV/Å.

---

[4]
Here is a single C9H10N2O molecule in a non-equilibrium geometry from OMol25. Energies are from ωB97M-V/def2-TZVPD.

Summary:
Structure (SMILES): NNC(=O)[C@]12[C@H]3[C@@H]4C5[C@H]3[C@H]1[C@@H]5[C@@H]42
E_HOMO, eV: -9.105
Molar mass, g mol⁻¹: 162.2
Energy relative to the best compared isomer or geometry (same formula, charge and spin), kJ/mol: 737.8

Structure (XYZ):
```
22
Properties=species:S:1:pos:R:3:forces:R:3:nbo_charge:R:1
N 0.826 -2.584 2.662 2.437 -1.333 1.703 -0.66
N 0.427 -1.420 2.044 0.230 -0.760 0.512 -0.44
C 0.977 -1.074 0.885 -1.593 2.913 0.009 0.65
O 2.045 -1.424 0.513 2.829 -1.782 -0.799 -0.61
C 0.232 -0.065 0.105 0.665 1.156 -1.949 -0.16
C 0.566 0.044 -1.444 -1.173 -1.864 0.138 -0.18
C 0.552 1.546 -1.434 -0.198 1.504 -2.699 -0.22
C -1.062 1.524 -1.704 2.089 0.901 1.186 -0.19
C -1.020 0.008 -1.715 0.028 -0.151 0.355 -0.22
C -1.257 0.003 -0.179 -1.034 -0.264 0.536 -0.20
C -1.217 1.556 -0.141 -2.442 0.661 -1.176 -0.24
C 0.268 1.538 0.061 3.393 0.825 2.295 -0.17
H 1.459 -2.308 3.497 -1.021 -0.946 -2.055 0.35
H 1.379 -3.176 1.963 -0.795 1.320 1.448 0.38
H -0.493 -1.186 2.281 -1.415 0.497 -0.150 0.38
H 1.404 -0.519 -1.830 -0.180 -0.337 -0.348 0.24
H 1.304 2.110 -2.110 -1.163 -0.574 1.654 0.22
H -1.712 2.141 -2.298 0.159 0.230 -0.534 0.21
H -1.698 -0.451 -2.402 0.202 -1.068 -0.572 0.22
H -1.974 -0.588 0.378 -0.219 -0.212 -0.095 0.21
H -2.024 2.257 0.143 0.734 -0.486 0.854 0.22
H 1.020 2.067 0.727 -1.533 -0.230 -0.314 0.23
```
Positions in Å, forces in eV/Å.

---

[5]
Here is a molecular structure, C9H10N2O2 in a non-equilibrium geometry from OMol25. Energies are from ωB97M-V/def2-TZVPD.

Summary:
E_HOMO, eV: -7.687
Molar mass, g mol⁻¹: 178.2
Energy relative to the best compared isomer or geometry (same formula, charge and spin), kJ/mol: 558.5

Structure (XYZ):
```
23
Properties=species:S:1:pos:R:3:forces:R:3:nbo_charge:R:1
C 1.536 1.064 2.134 1.948 0.774 2.224 -0.27
C 1.173 2.365 1.866 -1.054 1.524 0.520 -0.09
C 1.073 0.247 1.105 0.502 0.360 -2.051 -0.12
C 0.399 1.122 0.206 0.659 -2.303 0.674 0.06
C 1.263 -1.179 0.722 -2.505 0.922 1.486 -0.14
C 0.166 -1.771 0.209 1.431 0.208 0.235 -0.24
C -0.473 0.705 -0.872 -2.386 -4.204 -1.703 -0.35
C -1.088 -1.081 -0.236 1.322 1.417 -1.774 0.09
C -1.828 -1.887 -1.283 2.409 -1.284 -0.528 -0.64
N 0.450 2.354 0.695 0.792 -0.259 1.170 -0.47
N -2.108 -0.618 0.730 0.779 0.192 1.117 0.50
O -3.232 -0.457 0.282 0.022 0.217 0.590 -0.40
O -1.739 -0.348 1.869 -0.566 -0.228 -0.769 -0.37
H 2.200 0.866 3.043 -1.275 -0.202 -1.547 0.23
H 1.120 3.307 2.483 0.579 -1.387 -0.753 0.22
H 2.049 -1.816 1.105 0.389 0.352 -0.375 0.22
H 0.386 -2.787 -0.084 -0.932 -0.400 -0.100 0.21
H -1.478 1.193 -0.942 1.046 -0.086 0.022 0.23
H -0.122 0.372 -1.943 -0.226 0.928 2.177 0.23
H -2.391 -2.720 -0.894 -0.240 -0.137 0.738 0.23
H -1.130 -2.406 -2.013 -0.617 1.158 0.641 0.22
H -2.497 -1.233 -1.711 -1.475 1.024 -1.616 0.23
H 0.052 3.104 0.216 -0.600 1.414 -0.378 0.41
```
Positions in Å, forces in eV/Å.

---

[6]
Here is 2 unconnected molecules or ions with the total composition C9H10N2S in a non-equilibrium geometry from OMol25. Energies are from ωB97M-V/def2-TZVPD.

Summary:
E_HOMO (spin up / spin down), eV: -8.265 / -8.074
Molar mass, g mol⁻¹: 178.3
Energy relative to the best compared isomer or geometry (same formula, charge and spin), kJ/mol: 518.3

Structure (XYZ):
```
22
Properties=species:S:1:pos:R:3:forces:R:3:nbo_charge:R:1
C 0.968 1.910 -0.100 -2.364 -2.986 1.278 -0.17
C -0.951 1.339 1.283 -0.795 -0.464 1.034 -0.15
C 0.907 0.645 -0.678 -3.506 0.098 3.238 -0.17
C -1.033 0.035 0.762 1.587 1.740 0.498 -0.20
C 0.097 2.220 0.942 -1.263 -0.749 -1.071 -0.14
C -0.068 -0.332 -0.210 0.416 2.023 0.238 -0.10
C 0.121 3.525 1.565 1.391 1.365 2.256 0.11
C -0.073 -1.680 -0.678 1.795 -1.037 -1.934 0.06
C -0.195 -4.542 -1.678 -0.168 0.103 1.048 -0.48
N -0.920 3.902 2.226 2.106 2.016 -0.351 -0.60
N 0.726 -2.143 -1.614 -1.512 0.964 0.374 -0.50
S 1.620 -1.519 -2.803 -0.217 -0.632 0.775 0.22
H 1.623 2.627 -0.372 2.367 2.011 -1.086 0.21
H -1.727 1.630 2.074 1.516 -0.255 -1.246 0.24
H 1.566 0.338 -1.367 2.250 -0.748 -2.381 0.21
H -1.667 -0.623 1.348 -0.169 -0.396 -0.838 0.23
H 1.217 4.092 1.685 -2.837 -1.277 -0.781 0.16
H -0.785 -2.349 -0.218 0.134 -0.391 0.057 0.20
H 0.183 -4.410 -0.667 0.274 -0.358 -0.396 0.17
H 0.240 -5.238 -2.370 0.195 0.036 -0.095 0.18
H -1.225 -4.259 -1.765 -0.316 0.081 -0.442 0.16
H -0.627 4.832 2.635 -0.887 -1.141 -0.176 0.34
```
Positions in Å, forces in eV/Å.

---

[7]
Here is a molecular structure, C9H10N2SV in a non-equilibrium geometry from OMol25. Energies are from ωB97M-V/def2-TZVPD.

Summary:
E_HOMO (spin up / spin down), eV: -1.877 / -4.417
Total charge: -1
Molar mass, g mol⁻¹: 229.2
2S+1: 3
Energy relative to the best compared isomer or geometry (same formula, charge and spin), kJ/mol: 0.0

Structure (XYZ):
```
23
Properties=species:S:1:pos:R:3:forces:R:3:mulliken_spin:R:1
C -1.926 0.956 -0.672 1.353 1.712 0.220 -0.02
C -0.868 1.153 -1.650 -0.026 1.781 1.933 -0.02
C 0.134 2.016 -1.059 -2.438 -0.903 0.562 0.01
C -0.267 2.313 0.303 -1.885 -1.264 -1.561 0.02
C -1.555 1.684 0.539 1.061 0.579 -2.429 0.00
V -0.169 -0.108 0.156 -2.873 0.028 0.541 1.14
C -0.080 -1.754 -1.319 2.301 2.130 -3.703 -0.01
C -1.042 -2.255 -0.509 -2.924 -3.934 -0.887 0.41
C -2.212 -3.024 -0.535 0.697 0.135 -0.070 0.23
N -1.009 -0.863 1.372 2.553 1.824 -1.121 0.03
H 0.972 2.429 -1.570 0.632 -0.152 -0.074 0.00
H -0.872 0.808 -2.658 0.042 -0.282 -0.340 0.01
H 0.231 2.980 0.971 0.368 -0.047 0.371 0.00
H -2.158 1.797 1.417 0.023 -0.240 0.249 0.00
H -2.868 0.478 -0.853 -0.051 -0.406 0.074 0.00
H -0.271 -1.395 -2.536 0.203 -1.131 2.917 0.11
H -1.467 -1.435 1.988 -1.525 -1.580 1.620 -0.01
H 1.034 -1.962 -1.213 -1.569 -0.066 0.163 0.00
H -2.721 -3.765 -1.350 1.705 2.089 1.336 0.00
H -2.746 -3.127 0.424 0.085 0.156 -0.404 0.03
S 4.053 0.591 1.843 0.919 0.295 0.460 0.04
C 2.669 0.407 1.068 0.504 -0.203 0.213 0.08
N 1.668 0.223 0.513 0.845 -0.522 -0.070 -0.07
```
Positions in Å, forces in eV/Å.

---

[8]
Here is 2 unconnected molecules or ions with the total composition C9H10N3OS2 in a non-equilibrium geometry from OMol25. Energies are from ωB97M-V/def2-TZVPD.

Summary:
E_HOMO, eV: -3.438
Total charge: -1
Molar mass, g mol⁻¹: 240.3
Energy relative to the best compared isomer or geometry (same formula, charge and spin), kJ/mol: 0.0

Structure (XYZ):
```
25
Properties=species:S:1:pos:R:3:forces:R:3:nbo_charge:R:1
N -2.860 0.568 0.504 2.664 -0.821 0.780 -0.31
C -1.818 0.173 0.873 -2.900 0.755 -0.759 0.26
C -0.516 -0.295 1.223 2.578 0.189 -1.454 -0.21
C 0.535 0.518 0.893 -1.958 -0.056 0.138 -0.32
C 1.882 0.099 0.858 2.918 -0.489 -0.285 0.27
N 3.021 -0.150 0.727 -2.474 0.444 0.381 -0.33
H -0.303 -1.337 1.490 -0.582 0.640 -0.128 0.30
H 0.315 1.527 0.524 0.305 -0.329 0.277 0.24
C -5.788 -1.885 5.578 -0.061 -0.508 -0.242 -0.08
C -4.729 -2.007 4.485 0.189 -0.459 0.422 -0.25
N -3.497 -2.575 5.083 0.216 -0.140 -0.711 -0.47
C -2.319 -2.499 4.325 0.183 -0.182 0.761 -0.09
S -2.012 -1.258 3.232 -1.485 0.661 0.513 -0.36
S -1.085 -3.608 4.541 0.313 -0.870 0.432 -0.34
C -3.677 -3.789 5.905 -0.053 0.174 -0.478 -0.26
C -4.813 -3.601 6.882 -0.365 0.036 -0.300 -0.08
O -5.997 -3.136 6.243 0.122 0.369 0.057 -0.54
H -5.490 -1.116 6.306 -0.093 -0.059 -0.040 0.16
H -6.768 -1.655 5.138 0.320 0.220 0.124 0.18
H -5.116 -2.678 3.682 0.265 0.353 0.347 0.18
H -4.477 -1.029 4.053 -0.093 -0.372 0.099 0.25
H -3.883 -4.666 5.257 0.173 0.289 0.204 0.18
H -2.743 -3.969 6.452 -0.287 -0.036 -0.293 0.24
H -5.104 -4.562 7.315 0.224 0.079 0.108 0.18
H -4.504 -2.914 7.679 -0.120 0.111 0.047 0.16
```
Positions in Å, forces in eV/Å.

---

- What is the molar mass in the fifth record?
  178.2 g mol⁻¹

---

- What is the energy relative to the best compared isomer or geometry (same formula, charge and spin) in the seventh record?
  0.0 kJ/mol